Entry 1:
17
Properties=species:S:1:pos:R:3:forces:R:3:nbo_charge:R:1 method="wB97M-V/def2-TZVPD" relative_energy_ev=6.537 smiles=C1C[C@@H]2O[C@H]2[C@@H]2N[C@@H]12 e_lumo_ev=1.0 orbital_gap_ev=9.72 e_homo_ev=-8.744 multiplicity=1 energy_ev=-9899.06708
C -0.51866 1.35028 0.20971 0.2 -1.9 1.8 -0.39
C 0.95432 1.14005 -0.27561 -0.2 0.0 -2.4 -0.42
C 1.39590 -0.20228 0.33569 -0.5 1.2 -0.9 0.04
C 0.75128 -1.30693 -0.41466 0.7 0.3 -0.1 0.06
C -0.58411 -1.28245 0.31699 0.4 -0.3 0.2 -0.12
C -1.06312 -0.06742 -0.26713 -2.1 2.4 0.6 -0.08
H -0.45300 1.51639 1.31205 -0.5 -0.3 -0.6 0.20
H -0.97503 2.23680 -0.21240 -0.1 -0.1 -0.4 0.23
H 1.49822 2.05491 -0.13579 0.7 0.2 0.3 0.22
H 0.78495 1.00058 -1.38482 0.9 0.4 0.9 0.20
H 1.21935 -0.12043 1.39396 -0.1 -0.4 0.5 0.16
H 0.73660 -1.20259 -1.52565 -0.2 -0.2 1.1 0.19
H -0.43348 -1.21398 1.39562 -0.4 -0.4 -0.2 0.20
H -2.55856 -1.32409 0.70850 0.5 0.4 -1.1 0.36
H -0.86962 0.03351 -1.30437 0.0 -0.4 -1.0 0.18
N -2.00024 -1.23971 -0.17734 0.0 -0.4 1.5 -0.56
O 2.11522 -1.37264 0.02527 0.7 -0.7 -0.2 -0.45

Entry 2:
76
Properties=species:S:1:pos:R:3:forces:R:3:mulliken_charge:R:1 method="wB97M-V/def2-TZVPD" relative_energy_ev=0.000 e_lumo_ev=-5.5 orbital_gap_ev=8.35 e_homo_ev=-13.890 multiplicity=1 charge=+2 energy_ev=-55811.03897
Pb 8.10952 11.92089 9.44328 0.1 -0.3 -0.5 1.16
C 8.63149 15.28682 8.80271 -0.6 -0.1 0.0 -0.71
C 9.96611 14.61672 9.07227 -0.5 -0.8 -0.5 -0.91
N 10.01196 13.23555 8.49158 -1.2 1.0 -0.1 -0.14
C 10.23724 13.12758 7.03316 0.4 0.2 0.4 -0.96
C 9.10602 13.58287 6.13986 -0.4 1.3 1.1 -0.65
S 7.52246 12.77474 6.48850 -0.5 0.5 0.5 -0.11
C 6.44797 14.25385 6.79347 0.4 -1.1 0.4 -0.83
C 6.31182 14.67769 8.25247 -0.9 1.1 -0.4 -0.67
N 7.46202 14.47144 9.10492 -0.3 -0.9 0.6 0.59
H 8.51634 15.53199 7.75335 0.3 0.3 0.0 0.36
H 8.56236 16.19140 9.36995 0.2 0.9 0.2 0.46
H 10.15110 14.50227 10.12712 -0.2 0.0 0.6 0.34
H 10.75771 15.26282 8.72078 0.4 0.1 -0.4 0.44
H 10.75434 12.74860 8.92998 0.9 -0.5 0.5 0.24
H 10.48588 12.07809 6.87932 0.0 0.0 -0.3 0.47
H 11.10298 13.75091 6.80253 0.2 -0.2 -0.3 0.41
H 9.30883 13.37658 5.12774 0.6 -0.4 -1.2 0.65
H 8.98570 14.70005 6.17690 0.0 -1.2 0.0 0.32
H 5.48563 13.96241 6.37909 -0.1 0.3 0.0 0.48
H 6.87169 15.04702 6.22289 0.2 0.5 -0.7 0.46
H 5.48971 14.13696 8.70218 -0.2 -0.2 0.2 0.43
H 5.97470 15.76314 8.24416 0.4 -1.0 0.0 0.35
H 7.06252 14.59200 10.04112 0.9 0.2 -0.2 -0.81
C 7.29945 9.49554 14.65257 -1.1 -0.1 0.6 -1.81
C 6.59419 9.77441 13.33119 1.2 0.3 -0.5 0.02
C 7.23973 8.84832 12.25125 -2.0 1.3 0.1 -1.18
C 6.66365 11.23240 12.91093 -0.1 -1.2 0.1 0.84
C 5.54365 11.72543 12.26279 0.7 2.2 -0.5 -1.09
C 5.51875 13.10021 11.94258 0.5 -1.1 0.2 -0.51
C 6.57377 13.94169 12.29379 -0.4 -0.4 -0.2 0.41
C 6.43392 15.40817 12.15250 0.3 1.4 0.5 -1.15
C 7.71751 13.40316 12.85877 -0.3 -0.7 0.4 -0.70
C 7.76385 12.04373 13.17329 0.7 -0.3 0.5 -0.22
H 6.86572 8.59258 15.05672 0.2 -0.6 0.1 0.49
H 7.10456 10.22079 15.43878 -0.1 0.4 -0.1 0.40
H 8.36136 9.36266 14.58574 0.6 -0.1 -0.3 0.37
H 5.53287 9.54536 13.41072 0.0 -0.2 0.1 0.56
H 8.27831 9.07025 12.16234 0.9 0.0 -0.2 0.19
H 6.70948 8.96607 11.28924 0.4 0.0 0.2 0.21
H 7.05880 7.86108 12.58665 0.2 -1.2 0.1 0.53
H 4.70511 11.10600 12.02415 -0.3 -0.3 0.0 0.47
H 4.68251 13.53797 11.44750 -0.7 0.2 -0.2 0.55
H 7.30652 15.91646 12.60935 -0.3 -0.1 -0.7 0.37
H 5.59985 15.81004 12.73099 -0.2 -0.3 0.0 0.43
H 6.24750 15.75658 11.12675 0.2 0.1 0.2 0.35
H 8.46570 14.07888 13.22191 0.5 0.2 0.0 0.47
H 8.63488 11.61048 13.73564 -0.9 0.5 -0.7 0.31
O 12.76610 7.16867 12.27144 0.3 -0.3 0.2 -0.54
C 13.14782 8.51274 12.50046 1.0 -0.3 -0.5 -0.61
C 12.24859 9.38013 11.67569 -0.1 -1.1 -0.6 0.24
C 11.93035 10.65781 12.02300 0.1 1.1 1.2 -1.16
C 10.92082 11.29697 11.34048 -0.3 0.8 0.0 -0.37
N 10.26496 10.75158 10.30669 -0.2 0.8 0.3 0.59
C 10.62460 9.54540 9.87572 0.4 -0.4 0.4 0.04
C 11.62898 8.84816 10.55816 0.2 -1.2 -1.2 -0.43
C 9.88335 8.99708 8.70194 0.7 -1.2 -0.5 0.64
C 10.17418 7.70318 8.21831 0.2 0.8 0.8 -0.82
C 9.56480 7.23807 7.06914 0.9 -0.9 0.9 0.44
C 9.92750 5.88553 6.54081 -0.4 0.7 -1.3 -0.71
O 9.59562 5.87330 5.14861 0.2 -0.1 0.6 -0.53
C 8.66135 8.03462 6.45587 -1.0 2.1 -0.1 -0.96
C 8.37082 9.29751 6.96912 1.2 -0.7 1.0 -0.44
N 9.00733 9.78402 8.07330 -1.1 0.3 -0.6 0.45
H 13.38623 6.54608 12.69262 -0.3 0.5 -0.2 0.33
H 14.21871 8.67550 12.23246 -0.6 0.0 0.0 0.30
H 13.03883 8.80546 13.53338 -0.1 0.0 0.5 0.39
H 12.42185 11.11043 12.89657 -0.4 0.0 -0.5 0.44
H 10.58238 12.30027 11.66290 0.2 -0.6 -0.2 0.31
H 12.00855 7.86242 10.20492 -0.7 0.9 0.4 0.35
H 10.91769 7.08420 8.72511 -0.3 0.2 -0.2 0.39
H 9.35223 5.13797 7.05526 -0.1 -0.5 0.5 0.35
H 10.98828 5.75608 6.68272 0.5 -0.4 0.1 0.34
H 9.59209 4.95681 4.86238 0.0 -0.1 -0.2 0.33
H 8.21139 7.77208 5.53985 -0.5 -0.5 -0.8 0.51
H 7.64551 9.90850 6.46498 -0.1 0.4 0.1 0.46

Entry 3:
18
Properties=species:S:1:pos:R:3:forces:R:3:nbo_charge:R:1 method="wB97M-V/def2-TZVPD" relative_energy_ev=0.427 e_lumo_ev=-4.2 orbital_gap_ev=10.69 e_homo_ev=-14.886 multiplicity=1 charge=+1 energy_ev=-18776.73231
O -0.36597 0.17784 1.46738 1.4 -0.6 -1.0 -0.65
C 0.19427 -0.42990 0.37745 -1.8 0.5 0.7 0.46
C 0.38087 0.52691 -0.79578 0.5 0.0 0.4 -0.16
O 1.44539 1.44048 -0.47394 -0.3 0.2 -1.9 -0.44
C 2.45166 0.83071 0.09469 -1.0 -0.3 3.4 1.01
O 2.20696 -0.17380 0.78188 1.2 0.3 -1.0 -0.62
O 3.52763 1.55189 0.15440 0.3 0.4 -0.5 -0.62
H -0.20860 -0.32710 2.27467 0.2 0.0 0.1 0.50
H 0.56775 -1.45601 0.39496 -0.1 0.7 0.1 0.24
H -0.49627 1.16045 -0.95796 0.2 -0.2 0.2 0.24
H 0.65052 -0.02582 -1.70000 -0.1 0.0 0.1 0.23
H 3.99819 1.41677 0.99119 0.1 -0.4 -0.2 0.53
O -2.76267 0.01397 -1.55615 0.6 0.1 -0.3 -0.64
C -2.54810 -0.69255 -0.45271 -0.8 0.9 0.4 0.98
O -1.36219 -1.18733 -0.24616 0.1 -1.2 -0.3 -0.80
O -3.46128 -0.83286 0.36128 0.6 -0.6 -0.1 -0.72
Li -2.28185 -2.07611 1.35839 -0.5 0.4 -0.5 0.97
H -1.93631 0.08244 -2.07360 -0.6 -0.2 0.1 0.49

Entry 4:
36
Properties=species:S:1:pos:R:3:forces:R:3:nbo_charge:R:1 method="wB97M-V/def2-TZVPD" s_squared=0.758 e_lumo_ev="0.1 / -2.7" orbital_gap_ev="8.62 / 6.32" e_homo_ev="-8.539 / -9.054" multiplicity=2 energy_ev=-28391.19360
Cd 5.79295 0.86440 3.33553 -0.6 0.0 -0.3 0.65
I 3.18884 1.09971 2.26119 0.7 0.0 0.3 -0.63
C -2.57868 2.79970 1.83173 0.6 -0.2 -0.4 -0.61
C -1.44586 1.86734 2.27053 -0.2 -0.3 -0.6 -0.07
C -1.22592 0.77662 1.23483 -2.4 -1.1 -0.3 -0.07
O -2.50514 0.11792 1.02716 0.0 -0.5 -0.4 -0.57
C -2.42069 -0.96096 0.06773 -0.2 1.4 0.7 -0.25
N -0.21798 2.61889 2.36029 0.5 0.8 0.6 -0.83
H -2.53608 3.72810 2.40126 -0.2 -0.1 0.2 0.22
H -3.55177 2.30980 1.86585 0.1 0.2 0.2 0.23
H -2.37416 3.07285 0.79652 -0.2 0.1 -0.3 0.19
H -1.76192 1.41933 3.21259 0.4 0.0 0.3 0.19
H -0.57309 -0.05699 1.49368 0.8 0.5 0.4 0.17
H -0.92057 1.26071 0.30718 0.3 0.0 -0.3 0.16
H -2.09710 -0.49714 -0.86409 0.3 -0.5 -0.2 0.17
H -3.40522 -1.39795 -0.09908 -0.1 0.2 0.3 0.19
H -1.75492 -1.74163 0.43572 0.3 -0.1 -0.2 0.17
H -0.18726 3.35634 1.67086 -0.2 0.2 -0.1 0.35
H 0.62293 2.08384 2.19690 -0.1 -0.3 0.2 0.36
C 1.63378 -3.16532 -1.76605 0.0 -0.2 -0.4 -0.61
C 2.14843 -1.80276 -1.28906 -2.1 -0.6 0.2 -0.06
C 0.92123 -0.81010 -1.36493 1.9 0.1 -0.1 -0.08
O 0.88816 -0.38443 -2.72388 -0.1 -0.3 0.1 -0.54
C -0.14465 0.48800 -3.07069 -1.1 -0.1 0.3 -0.24
N 2.67543 -1.99881 0.05948 0.2 -0.1 -0.1 -0.85
H 1.09716 -3.09559 -2.71225 0.0 0.3 0.0 0.22
H 0.93223 -3.59017 -1.04811 0.0 0.0 0.2 0.19
H 2.42771 -3.89383 -1.93054 0.2 0.1 0.2 0.21
H 2.87814 -1.49617 -2.03847 0.3 0.5 0.4 0.20
H 1.13339 0.00551 -0.67365 0.2 0.7 -0.1 0.16
H -0.00545 -1.20618 -0.94962 -0.2 -0.6 -0.6 0.17
H -0.13863 1.39222 -2.46204 0.2 0.3 -0.1 0.16
H -1.12611 0.03636 -2.92626 -0.3 -0.3 0.5 0.15
H -0.20240 0.70651 -4.13700 0.9 0.1 0.0 0.19
H 2.13875 -2.70302 0.54544 0.0 -0.2 -0.1 0.35
H 2.69446 -1.20310 0.68124 0.1 0.4 -0.4 0.37

Entry 5:
80
Properties=species:S:1:pos:R:3:forces:R:3:lowdin_spin:R:1 method="wB97M-V/def2-TZVPD" relative_energy_ev=1.128 s_squared=6.065 e_lumo_ev="0.6 / -1.5" orbital_gap_ev="5.97 / 6.14" e_homo_ev="-5.337 / -7.673" multiplicity=5 energy_ev=-88961.33506
C 5.57348 -3.02886 -1.78796 -0.5 0.3 0.8 0.00
O 5.04638 -2.49657 -0.53697 0.6 0.1 -0.6 0.03
C 3.88134 -1.79889 -0.59918 -0.7 -0.3 0.0 0.07
C 3.46389 -1.09851 0.57089 1.2 -0.9 -0.8 0.00
C 2.24094 -0.47876 0.60416 -1.2 0.1 -0.4 0.07
C 1.35114 -0.60634 -0.50349 0.8 -1.4 -0.2 0.09
C -0.00008 -0.12560 -0.66764 0.2 3.8 0.1 0.57
C -0.08200 1.03539 -1.61536 -0.2 0.1 -0.9 0.05
C -0.65741 2.37157 -1.47528 -1.1 -0.6 -1.6 0.18
C -0.53772 3.08346 -2.74493 -0.2 -1.0 -0.3 0.02
C 0.22531 2.25162 -3.65840 -1.1 -0.6 0.8 0.01
C 0.53422 1.02375 -2.94807 -1.0 0.2 -0.4 0.04
Fe 1.21467 2.59612 -1.97165 -0.7 0.3 -0.6 0.09
C 3.15103 2.36158 -1.75553 0.3 1.1 0.7 0.00
C 2.49250 2.65699 -0.48772 0.9 0.8 -0.4 0.01
C 1.78086 3.91293 -0.62991 1.5 0.1 -0.2 0.00
C 2.02756 4.41886 -1.97008 1.0 -0.4 0.7 -0.01
C 2.86579 3.46039 -2.66578 0.5 0.2 1.2 0.01
C 1.79275 -1.33689 -1.62770 -0.2 0.5 -0.1 0.07
C 3.03054 -1.89241 -1.72746 1.2 -0.4 0.4 0.00
H 6.62459 -3.25649 -1.58111 -0.3 0.0 -0.1 0.00
H 5.01183 -3.94182 -2.05167 0.3 0.3 0.0 0.00
H 5.48345 -2.27502 -2.58780 0.1 -0.3 0.3 0.00
H 4.14996 -1.10539 1.42919 -0.4 0.1 -0.4 0.00
H 1.93906 0.09230 1.48614 0.0 -0.2 -0.3 0.00
H -0.74250 -0.22173 0.12226 0.5 0.8 0.0 0.02
H -1.20344 2.75248 -0.56364 1.0 -0.2 -1.1 0.09
H -0.95726 4.06106 -2.99943 0.4 -0.4 0.4 0.00
H 0.46784 2.48014 -4.70454 0.0 -0.1 0.7 0.00
H 1.05721 0.18580 -3.39232 0.0 0.4 0.1 0.00
H 3.80527 1.51134 -1.94499 -0.4 0.2 0.0 0.00
H 2.58586 2.08703 0.43192 -0.2 0.0 -0.4 0.00
H 1.23517 4.41569 0.16727 0.0 -0.2 -0.4 0.00
H 1.71458 5.39555 -2.34528 -0.2 -0.6 0.0 0.00
H 3.28942 3.58449 -3.66212 -0.4 -0.2 0.3 0.00
H 1.07884 -1.52761 -2.42632 0.1 0.1 0.2 0.00
H 3.30460 -2.47759 -2.62218 -0.2 0.4 0.7 0.00
C -3.99485 -2.28990 0.92635 -0.5 0.0 0.2 0.06
C -2.52919 -2.18076 0.88387 -0.2 0.0 0.3 0.38
C -1.63681 -2.11750 1.96100 1.8 -0.6 -0.4 0.07
C -0.30601 -2.32561 1.53660 -1.4 1.4 3.8 0.34
C -0.16678 -2.46389 0.13836 0.6 -3.9 -1.8 0.49
B -1.58725 2.35846 0.99088 0.5 -0.9 0.8 0.47
C 0.60817 -3.64661 -0.32826 -0.5 0.0 0.5 0.05
C 1.67765 -4.22437 0.41319 0.5 0.3 -0.4 0.08
C 2.60059 -5.06964 -0.22009 -0.5 0.1 0.1 -0.01
C 2.41405 -5.44378 -1.55075 0.0 -0.1 0.0 0.08
C 1.23277 -5.07053 -2.20355 -0.1 -0.1 0.2 -0.01
C 0.29725 -4.25324 -1.55702 0.7 -0.2 -1.0 0.07
O -2.81524 1.89311 0.64043 0.4 0.7 0.6 0.07
C -3.62207 2.01811 1.84835 -0.2 -0.1 0.0 0.02
C -4.83076 2.83100 1.37413 -0.1 0.4 0.1 0.00
C -4.11251 0.64488 2.20749 -0.1 -0.3 0.2 0.01
C -2.60723 2.61589 2.93087 -0.5 0.7 0.1 0.03
C -2.78955 4.13670 3.10816 0.1 0.3 0.0 0.01
C -2.65568 1.92460 4.27911 -0.1 -0.3 0.3 0.00
O -1.29226 2.42199 2.32394 -0.8 0.4 -0.2 0.10
S -1.73322 -2.20433 -0.63891 -0.4 -0.5 -1.0 0.20
H -4.30242 -2.09908 1.96520 -0.3 0.0 -0.4 0.00
H -4.42495 -1.54961 0.23037 -0.2 -0.3 0.4 0.01
H -4.39396 -3.27890 0.63434 0.3 0.3 0.0 0.02
H -1.98887 -2.01654 2.99471 0.3 -0.2 -0.4 0.00
H 0.55652 -2.39086 2.20670 -0.4 0.2 -0.2 0.02
H 1.81843 -3.98922 1.47013 0.0 0.2 -0.4 0.00
H 3.46122 -5.47139 0.31454 -0.3 0.2 0.1 0.00
H 3.14809 -6.10236 -2.03727 -0.4 0.4 0.2 0.00
H 1.06668 -5.45214 -3.21525 -0.2 0.1 0.4 0.00
H -0.67035 -4.05812 -2.02449 0.4 0.2 0.0 0.01
H -5.69158 2.80272 2.05770 0.3 -0.1 0.0 0.00
H -4.61250 3.88271 1.15079 0.1 -0.3 0.1 0.00
H -5.12074 2.35977 0.42553 -0.1 0.2 0.3 0.00
H -4.77093 0.71889 3.07895 0.1 -0.2 -0.1 0.00
H -4.67186 0.24409 1.36802 -0.2 0.1 0.0 0.00
H -3.29930 -0.05871 2.39643 0.0 0.2 0.1 0.00
H -3.73376 4.39008 3.62779 0.4 -0.2 -0.3 0.00
H -1.95160 4.55152 3.69995 -0.4 -0.3 -0.2 0.00
H -2.77993 4.66006 2.13256 0.0 -0.3 0.4 0.00
H -3.65712 2.05968 4.71462 0.3 -0.1 0.0 0.00
H -2.45080 0.85205 4.19631 -0.1 0.2 -0.1 0.00
H -1.92107 2.32070 4.99090 -0.1 0.2 -0.3 0.00